No. 1
{
  "formula": "C2H3O2Ru",
  "method": "ωB97M-V with the def2-TZVPD basis set",
  "multiplicity": 6,
  "orbital_gap_ev": [9.92, 7.81],
  "s_squared": 8.78,
  "total_charge": 2,
  "e_tot_ev": -8768.202,
  "max_force_ha_per_bohr": 0.0308,
  "de_lowest_ev": 3.835,
  "symbols": ["H", "C", "C", "H", "O", "O", "H", "Ru"],
  "positions_angstrom": [[-1.220, 1.107, -1.069], [-0.911, 0.207, -0.537], [-1.252, -0.440, 0.498], [-2.164, -0.481, 1.089], [1.055, 0.715, -0.703], [1.919, -0.263, -0.076], [1.901, -1.037, -0.655], [0.673, 0.192, 1.454]]
}

No. 2
{
  "formula": "H6N2OSi",
  "method": "ωB97M-V with the def2-TZVPD basis set",
  "orbital_gap_ev": 10.25,
  "total_charge": 0,
  "e_tot_ev": -13001.654,
  "smiles": "NO[SiH2]N",
  "max_force_ha_per_bohr": 0.0537,
  "de_lowest_ev": 3.582,
  "symbols": ["N", "O", "Si", "N", "H", "H", "H", "H", "H", "H"],
  "positions_angstrom": [[-0.090, -1.375, -1.708], [0.245, -0.762, -0.354], [-0.554, 0.432, 0.492], [0.679, 1.038, 1.504], [-0.149, -0.600, -2.372], [0.497, -2.200, -1.947], [-0.700, 1.407, -0.628], [-1.886, 0.174, 1.214], [0.387, 1.332, 2.444], [1.570, 0.555, 1.356]]
}

No. 3
{
  "formula": "C18H22N2O2",
  "method": "ωB97M-V with the def2-TZVPD basis set",
  "orbital_gap_ev": 9.32,
  "total_charge": 0,
  "e_tot_ev": -26098.251,
  "smiles": "CN(C)CCCNC(=O)c1ccccc1Oc1ccccc1",
  "max_force_ha_per_bohr": 0.0112,
  "de_lowest_ev": 2.100,
  "symbols": ["C", "N", "C", "C", "C", "C", "N", "C", "O", "C", "C", "C", "C", "C", "C", "O", "C", "C", "C", "C", "C", "C", "H", "H", "H", "H", "H", "H", "H", "H", "H", "H", "H", "H", "H", "H", "H", "H", "H", "H", "H", "H", "H", "H"],
  "positions_angstrom": [[-4.674, -2.360, -0.595], [-3.449, -1.660, -0.917], [-2.411, -2.588, -1.314], [-3.004, -0.803, 0.171], [-3.869, 0.453, 0.289], [-3.177, 1.535, 1.121], [-1.954, 1.989, 0.503], [-0.733, 1.644, 0.978], [-0.556, 1.094, 2.043], [0.391, 2.056, 0.074], [0.641, 3.392, -0.207], [1.728, 3.754, -0.983], [2.565, 2.775, -1.495], [2.319, 1.439, -1.238], [1.234, 1.072, -0.449], [0.883, -0.235, -0.247], [1.850, -1.164, 0.039], [1.583, -2.484, -0.311], [2.496, -3.475, -0.003], [3.676, -3.161, 0.650], [3.933, -1.849, 1.008], [3.026, -0.848, 0.709], [-5.463, -1.640, -0.391], [-4.566, -3.022, 0.280], [-4.974, -2.963, -1.451], [-1.533, -2.024, -1.627], [-2.120, -3.276, -0.505], [-2.765, -3.176, -2.160], [-1.977, -0.501, -0.051], [-2.989, -1.337, 1.137], [-4.066, 0.831, -0.717], [-4.825, 0.220, 0.757], [-3.850, 2.388, 1.257], [-2.898, 1.140, 2.101], [-2.022, 2.354, -0.435], [-0.010, 4.147, 0.208], [1.922, 4.795, -1.189], [3.412, 3.052, -2.104], [2.961, 0.673, -1.648], [0.659, -2.715, -0.816], [2.284, -4.497, -0.279], [4.389, -3.937, 0.885], [4.844, -1.598, 1.530], [3.218, 0.172, 1.006]]
}